Molecular formula: C31H75N5O11
Method: DFT, wB97M-V/def2-TZVPD

Summary:
**Kohn-Sham gap**: 0.332 Ha
**Energy**: -2327.299897 hartree
**HOMO energy**: -8.4 eV
**SMILES**: CCNOC(=O)O[C@@H](C)CC.COCCNCCOC.COCCNCCOC.COCCNCCOC.COCCNCCOC
**Lowest unoccupied orbital energy**: 0.6 eV

Structure (XYZ):
```
122
C31H75N5O11, DFT wB97M-V/def2-TZVPD
H -1.55681 -4.96273 0.10449
H -5.18626 -9.39606 1.58564
C -6.84507 -8.44635 2.51816
C 6.01596 4.13188 -2.42311
H 8.94460 3.97143 -6.59398
C 7.89866 3.70490 -6.41861
H 3.63991 1.90984 -1.00841
H -2.40125 -3.54626 0.74951
H 2.09398 2.75030 -0.92458
H -7.18454 -11.87874 3.49076
H -2.19160 4.97186 -0.46709
C -8.49999 -8.40656 0.78614
C -2.12098 2.81425 -0.67170
O -0.15144 -0.48677 1.02161
C -2.53776 -4.48813 0.20202
H -5.81957 -4.94076 -0.31860
H -9.56280 -12.04994 -1.16448
H 5.75244 3.29695 -5.07592
H 4.37079 7.18434 4.30020
H 1.93990 1.80260 1.36748
H 3.76558 4.30422 -0.31074
H 7.10517 4.22047 -2.32908
H -9.08427 -13.02522 2.59209
H -7.67252 -8.63763 3.21107
O -4.64042 -4.71633 1.39264
O 7.85252 2.29702 -6.23284
H -3.20027 2.85339 -0.78386
H 1.62617 9.42685 2.16945
C -1.62803 4.13246 -0.06777
O 4.86517 6.39141 1.86691
H 3.32298 9.03636 1.89645
H 6.89426 1.92395 -8.03805
C -8.41014 -12.54745 1.87582
H 6.35054 0.89868 -2.29676
H 5.64526 9.66898 5.42388
H 6.36010 6.44915 0.42528
O -3.66858 -1.18375 -1.39344
O 2.87652 10.19741 3.56927
C 2.55670 9.15530 2.66780
H 5.44631 10.71660 4.02883
H -2.89610 -3.24542 -2.90422
H 2.82117 3.96858 1.11171
H -9.02796 -7.61911 0.24790
H -2.47282 0.59886 1.93887
O -0.28782 1.65508 0.26325
H -3.31414 2.13857 1.56322
H 7.63558 5.50992 -5.30926
H 4.44068 3.24330 0.95893
H 5.84838 1.82953 -6.59890
C -8.76995 -12.33153 -0.47372
H 7.04914 0.56564 -6.91061
C 6.85503 1.63419 -6.98422
C 3.54423 3.53535 0.42166
H -2.90702 -5.60100 1.97678
N 5.66818 8.71469 3.57541
H 4.69578 6.72436 -0.12344
H -5.14062 -0.59387 -0.12433
H -3.89760 -1.60357 0.63630
H 5.26879 8.83558 2.65485
H -1.65372 2.68562 -1.64702
H 5.55629 8.00893 0.73853
H 7.32584 4.00354 -7.30130
C 6.40794 1.81852 -2.87877
O -9.21696 -12.02097 0.83097
N 2.44599 1.36746 0.60572
C -5.79459 -5.22674 0.74033
H -1.67478 2.11212 2.23084
H 8.00866 4.07665 -4.33613
C 5.40752 6.92547 0.67686
N -6.60656 -10.88494 1.75204
H 5.66941 5.84293 -3.65673
H 3.24739 8.88641 5.12569
C 3.63974 9.81688 4.69759
H -7.86401 -11.77798 -0.74361
H 2.40906 8.20299 3.18370
C -3.43170 -5.37363 1.04382
H -9.16111 -8.80211 1.56053
H -1.94074 -1.75328 -0.40360
H -1.38181 -3.57515 -2.07653
C 5.14456 9.75667 4.45420
H -0.57407 4.29298 -0.27040
H 3.46758 10.59731 5.44294
H 6.02837 1.59939 -3.88017
C -5.97806 -9.67949 2.28362
H 5.69535 5.33948 3.39400
C -1.73875 1.60074 0.16216
H 7.45462 2.12476 -2.94297
H 6.80564 6.47260 2.61673
C 5.42122 7.35178 4.02672
C -2.41853 -3.26010 -1.92119
O 5.61483 2.78969 -2.21809
O 1.57214 0.45710 -0.10358
H 5.59015 4.69581 -1.59094
H -3.63405 -6.32128 0.53479
H -1.76754 4.15148 1.01088
H -1.78151 -1.24426 -2.07419
H -6.66512 -4.79551 1.23189
H -5.48884 -9.93736 3.22835
C 0.31738 0.46848 0.44510
C 5.77517 6.33952 2.95845
O -7.32743 -7.83178 1.33660
H -5.85446 -6.31108 0.82222
H -8.38274 -10.70471 2.92013
C -2.36739 1.60938 1.55871
H -6.99457 -10.67616 0.84240
N 5.98665 4.27616 -4.98669
H 6.03324 7.15782 4.91262
C 7.41987 4.44414 -5.18734
H -6.20950 -7.69533 2.99673
C 5.48554 4.76426 -3.70615
H -7.72839 -13.31421 1.49674
H -8.57702 -13.40251 -0.58245
C 2.93097 2.36752 -0.32856
C -2.40654 -1.83010 -1.39306
C -4.48860 -1.45567 -0.27122
H -2.02273 0.68319 -0.34609
H -8.26471 -9.19514 0.06664
H 4.40090 4.62885 -3.71350
C -7.64893 -11.45467 2.59547
H -4.07111 -4.03766 -1.04480
N -3.09428 -4.28320 -1.12988
H -5.12529 -2.32869 -0.43641
```

Here are the Mulliken charges for atoms 1 to 4, given in e:
1. H 0.370
2. H 0.441
3. C -0.521
4. C 0.250